(1)
A structure of composition C24H19AuF6N7PSeTe, computed with ωB97M-V/def2-TZVPD.

Computed properties:
- Relative energy (zero: lowest compared OMol25 entry of this formula, charge and spin): 54.5 kcal/mol
- Largest force on an atom: 0.38 eV Å⁻¹
- LUMO level (spin up / spin down): -10.755 / -13.161 eV
- HOMO level (spin up / spin down): -0.5910 / -0.5910 Eh
- Total charge: +3
- Spin multiplicity: 2
- E: -137529.9830 eV

```
60
Properties=species:S:1:pos:R:3:lowdin_spin:R:1
Au -0.782 0.072 0.965 0.000
Se 5.828 2.138 4.054 0.576
N 5.132 0.559 3.612 -0.008
C 3.905 0.774 3.247 0.126
C 2.995 -0.264 2.808 0.005
C 3.371 -1.611 2.763 0.027
C 2.446 -2.533 2.319 -0.005
C 1.201 -2.086 1.912 0.021
N 0.838 -0.798 1.952 0.009
C 1.722 0.113 2.397 0.040
C 1.287 1.521 2.428 0.033
N 0.050 1.771 1.989 0.010
C -0.436 3.016 2.021 0.018
C 0.306 4.082 2.506 -0.003
C 1.600 3.852 2.937 0.024
C 2.101 2.547 2.897 0.004
C 3.453 2.206 3.301 0.123
N 4.335 3.062 3.708 -0.005
H 4.368 -1.906 3.064 0.001
H 2.675 -3.588 2.263 -0.001
H 0.477 -2.793 1.532 0.001
H -1.442 3.152 1.644 0.001
H -0.127 5.072 2.528 0.000
H 2.223 4.658 3.302 0.001
N -2.547 5.842 -7.598 0.000
C -2.590 5.242 -6.621 0.000
C -2.636 4.493 -5.396 0.000
C -3.426 4.942 -4.340 0.000
C -3.463 4.229 -3.154 0.000
C -2.714 3.068 -3.054 0.000
C -1.928 2.600 -4.096 0.000
C -1.885 3.324 -5.274 0.000
N -2.751 2.316 -1.820 0.000
C -3.858 2.091 -1.032 0.000
C -3.451 1.339 0.022 0.000
N -2.097 1.108 -0.136 0.000
C -1.702 1.715 -1.261 0.000
H -4.000 5.852 -4.448 0.000
H -4.055 4.588 -2.323 0.000
H -1.363 1.680 -4.006 0.000
H -1.283 2.983 -6.104 0.000
H -4.829 2.480 -1.288 0.000
H -4.011 0.974 0.865 0.000
H -0.698 1.717 -1.656 0.000
F 0.955 -1.224 -0.860 0.001
P 2.046 -0.026 -1.391 0.000
F 0.958 0.333 -2.538 0.000
F 2.757 -1.090 -2.286 0.000
F 1.182 1.021 -0.388 0.001
F 2.983 1.162 -1.802 0.000
F 2.944 -0.386 -0.097 0.001
C -1.879 -1.458 -2.277 0.000
Te -1.572 -2.083 -0.291 0.000
C -3.615 -2.194 0.243 0.000
H -2.633 -0.676 -2.306 0.000
H -2.242 -2.347 -2.794 0.000
H -0.920 -1.130 -2.671 0.000
H -3.953 -3.176 -0.089 0.000
H -4.177 -1.413 -0.259 0.000
H -3.712 -2.127 1.324 0.000
```


(2)
A structure of composition C24H19BrN2S4Tl in a non-equilibrium geometry, computed with ωB97M-V/def2-TZVPD.

Computed properties:
- Largest force on an atom: 1.02 eV Å⁻¹
- LUMO level: 2.286 eV
- HOMO level: -0.1195 Eh
- Total charge: -1
- E: -146255.4963 eV

```
51
Properties=species:S:1:pos:R:3:nbo_charge:R:1
Tl 0.562 0.221 0.650 0.942
S 3.053 -0.665 1.240 -0.241
C 2.783 -2.249 0.567 -0.204
C 3.172 -3.361 1.320 -0.219
C 3.048 -4.640 0.825 -0.209
C 2.546 -4.849 -0.450 -0.230
C 2.139 -3.765 -1.202 -0.247
C 2.233 -2.477 -0.700 -0.115
S 1.660 -1.129 -1.717 0.287
C -0.041 -1.688 -2.109 -0.556
C -1.098 -0.622 -1.938 0.244
C -2.347 -0.889 -2.438 -0.396
C -3.380 0.044 -2.180 -0.175
C -3.093 1.201 -1.547 -0.260
C -1.742 1.506 -1.140 0.132
C -1.395 2.714 -0.644 -0.576
S -0.464 1.682 2.551 -0.205
C -1.941 0.757 2.777 -0.218
C -2.970 1.447 3.420 -0.156
C -4.190 0.864 3.688 -0.263
C -4.416 -0.447 3.302 -0.236
C -3.419 -1.139 2.652 -0.221
C -2.170 -0.576 2.386 -0.180
S -1.038 -1.664 1.608 -0.231
N -0.779 0.507 -1.295 -0.655
H 3.568 -3.184 2.309 0.220
H 3.336 -5.485 1.434 0.204
H 2.476 -5.846 -0.861 0.203
H 1.741 -3.916 -2.194 0.210
H -0.255 -2.527 -1.443 0.255
H -0.033 -2.040 -3.143 0.227
H -2.548 -1.805 -2.972 0.198
H -4.391 -0.194 -2.483 0.196
H -3.862 1.917 -1.298 0.201
H -2.134 3.479 -0.500 0.190
H -0.395 2.927 -0.311 0.188
H -2.782 2.467 3.723 0.198
H -4.966 1.432 4.183 0.196
H -5.364 -0.926 3.506 0.196
H -3.581 -2.159 2.338 0.209
Br 2.815 3.626 -4.137 0.053
C 2.829 3.292 -2.267 -0.110
C 3.690 4.008 -1.448 -0.192
C 3.667 3.724 -0.091 -0.245
C 2.801 2.746 0.371 0.072
N 1.980 2.083 -0.430 -0.422
C 1.982 2.340 -1.727 0.035
H 4.352 4.756 -1.859 0.227
H 4.313 4.253 0.591 0.222
H 2.759 2.473 1.415 0.215
H 1.290 1.771 -2.333 0.242
```


(3)
A structure of composition C24H19Cl2CrN2O4Te in a non-equilibrium geometry, computed with ωB97M-V/def2-TZVPD.

Computed properties:
- Relative energy (zero: lowest compared OMol25 entry of this formula, charge and spin): 18.0 kcal/mol
- Largest force on an atom: 2.57 eV Å⁻¹
- LUMO level (spin up / spin down): -1.150 / -0.716 eV
- HOMO level (spin up / spin down): -0.2910 / -0.2906 Eh
- Total charge: 0
- Spin multiplicity: 2
- E: -97125.6272 eV

```
53
Properties=species:S:1:pos:R:3:lowdin_spin:R:1
Cr -0.471 1.063 -0.692 1.080
O 1.973 2.767 -3.325 -0.004
C 1.389 2.274 -2.382 0.002
O 0.183 1.826 -2.362 0.012
C 2.071 2.103 -1.030 0.001
C 3.357 2.467 -0.667 0.000
C 3.772 2.222 0.640 -0.001
C 2.900 1.614 1.538 0.000
C 1.641 1.248 1.088 0.001
N 1.256 1.495 -0.167 -0.007
C 0.550 0.524 1.854 0.002
O 0.708 0.152 3.000 0.000
O -0.504 0.318 1.136 0.015
H 3.992 2.939 -1.400 0.000
H 4.768 2.499 0.951 0.000
H 3.184 1.412 2.557 0.000
Cl -2.577 0.377 -1.377 0.008
C -3.161 -0.795 -0.178 0.005
Cl -2.606 -2.394 -0.670 0.000
H -4.250 -0.772 -0.163 0.000
H -2.714 -0.538 0.786 0.000
C 2.465 -1.962 -1.352 -0.001
Te 0.315 -1.530 -1.358 0.001
C 0.501 -2.593 0.521 0.001
C 1.562 -3.612 0.261 0.000
C 1.569 -4.836 0.909 0.000
C 2.541 -5.773 0.598 0.000
C 3.508 -5.477 -0.346 0.000
C 3.517 -4.244 -0.980 0.000
C 2.540 -3.307 -0.686 0.000
H 3.006 -1.215 -0.758 0.000
H 2.886 -1.978 -2.358 0.000
H -0.438 -3.053 0.823 0.000
H 0.818 -1.898 1.301 0.000
H 0.805 -5.059 1.639 0.000
H 2.529 -6.738 1.082 0.000
H 4.249 -6.217 -0.603 0.000
H 4.272 -4.019 -1.718 0.000
C -0.830 3.016 0.222 -0.069
C -2.262 2.903 0.264 -0.001
C -3.065 3.392 -0.786 -0.012
C -4.417 3.159 -0.807 0.002
C -5.024 2.432 0.226 -0.013
C -4.254 2.006 1.316 0.003
C -2.902 2.248 1.338 -0.012
C -6.387 2.089 0.152 -0.002
N -7.483 1.756 0.082 -0.007
H -0.373 3.057 1.210 -0.002
H -0.455 3.812 -0.419 -0.003
H -2.597 3.928 -1.599 0.000
H -5.028 3.524 -1.617 0.000
H -4.730 1.482 2.132 0.000
H -2.303 1.903 2.171 0.000
```


(4)
The molecule C24H19F3N2O2, computed with ωB97M-V/def2-TZVPD.

Computed properties:
- Relative energy (zero: lowest compared OMol25 entry of this formula, charge and spin): 2.5 kcal/mol
- Largest force on an atom: 0.54 eV Å⁻¹
- SMILES string: O=C(c1ccc(N2CCN(C(=O)c3ccc(F)cc3F)CC2)cc1)c1cccc(F)c1
- LUMO level: 0.209 eV
- HOMO level: -0.2989 Eh
- Total charge: 0
- E: -40424.4233 eV

```
50
Properties=species:S:1:pos:R:3:nbo_charge:R:1
O 0.556 -2.027 5.299 -0.539
C 0.228 -2.182 4.138 0.559
C 0.723 -1.315 3.057 -0.230
C 1.159 -0.025 3.370 -0.110
C 1.630 0.823 2.398 -0.286
C 1.719 0.412 1.057 0.212
N 2.223 1.276 0.117 -0.419
C 2.474 0.894 -1.249 -0.218
C 1.309 1.329 -2.142 -0.224
N 1.059 2.743 -1.924 -0.432
C 0.065 3.433 -2.525 0.680
O -0.093 4.629 -2.386 -0.604
C -0.846 2.631 -3.414 -0.222
C -0.837 2.840 -4.788 -0.134
C -1.726 2.178 -5.615 -0.298
C -2.646 1.312 -5.050 0.421
F -3.513 0.665 -5.846 -0.314
C -2.703 1.090 -3.685 -0.349
C -1.795 1.762 -2.889 0.436
F -1.834 1.553 -1.558 -0.318
C 1.968 3.436 -1.036 -0.239
C 2.069 2.711 0.307 -0.215
C 1.317 -0.898 0.756 -0.250
C 0.826 -1.737 1.731 -0.158
C -0.718 -3.272 3.754 -0.119
C -0.644 -4.494 4.417 -0.179
C -1.527 -5.514 4.113 -0.193
C -2.510 -5.323 3.156 -0.271
C -2.586 -4.096 2.522 0.397
F -3.549 -3.898 1.596 -0.325
C -1.708 -3.066 2.798 -0.268
H 1.108 0.297 4.399 0.233
H 1.961 1.809 2.681 0.218
H 3.402 1.372 -1.580 0.200
H 2.622 -0.181 -1.322 0.226
H 0.426 0.744 -1.867 0.209
H 1.539 1.138 -3.198 0.203
H -0.125 3.535 -5.205 0.230
H -1.720 2.331 -6.682 0.236
H -3.431 0.422 -3.255 0.250
H 1.567 4.441 -0.888 0.264
H 2.953 3.529 -1.507 0.190
H 2.919 3.122 0.867 0.196
H 1.153 2.896 0.878 0.209
H 1.366 -1.274 -0.255 0.202
H 0.536 -2.742 1.461 0.223
H 0.118 -4.628 5.170 0.231
H -1.457 -6.461 4.625 0.220
H -3.215 -6.100 2.906 0.231
H -1.813 -2.119 2.293 0.241
```


(5)
A structure of composition C24H19IrN4S in a non-equilibrium geometry, computed with ωB97M-V/def2-TZVPD.

Computed properties:
- Relative energy (zero: lowest compared OMol25 entry of this formula, charge and spin): 29.6 kcal/mol
- Largest force on an atom: 3.10 eV Å⁻¹
- LUMO level: -7.519 eV
- HOMO level: -0.5116 Eh
- Total charge: +2
- E: -44816.8381 eV

```
49
Properties=species:S:1:pos:R:3:nbo_charge:R:1
Ir 0.626 -0.014 -0.773 0.839
C 4.099 -2.669 -0.857 -0.147
C 3.490 -3.917 -0.849 -0.189
C 2.109 -4.018 -0.873 -0.164
C 1.319 -2.871 -0.897 -0.078
C 1.941 -1.613 -0.908 -0.105
C 3.317 -1.520 -0.887 -0.255
C -0.134 -2.890 -0.897 0.239
C -0.926 -4.053 -0.877 -0.242
C -2.287 -3.951 -0.851 -0.059
C -2.913 -2.685 -0.860 -0.128
C -4.311 -2.500 -0.842 -0.138
C -4.845 -1.242 -0.839 -0.193
C -4.007 -0.110 -0.860 -0.153
C -2.648 -0.257 -0.892 -0.250
C -2.071 -1.545 -0.889 0.250
N -0.718 -1.693 -0.909 -0.446
H 5.177 -2.586 -0.837 0.240
H 4.096 -4.812 -0.823 0.243
H 1.654 -4.998 -0.879 0.227
H 3.803 -0.551 -0.900 0.230
H -0.458 -5.025 -0.879 0.246
H -2.899 -4.844 -0.821 0.246
H -4.956 -3.369 -0.838 0.239
H -5.918 -1.105 -0.826 0.244
H -4.449 0.877 -0.857 0.235
H -1.986 0.600 -0.920 0.196
C 0.596 1.021 4.457 -0.424
N 0.619 2.019 3.397 -0.306
C 0.693 3.382 3.573 -0.007
C 0.710 3.947 2.359 -0.064
N 0.643 2.919 1.409 -0.351
C 0.583 1.731 2.087 0.256
S 0.417 0.098 1.628 0.117
C 0.645 3.168 0.018 0.417
C 0.674 4.482 -0.439 -0.245
C 0.661 4.744 -1.795 -0.071
C 0.613 3.683 -2.690 -0.228
C 0.597 2.416 -2.168 0.070
N 0.615 2.143 -0.842 -0.545
H 0.634 1.526 5.417 0.250
H 1.454 0.355 4.363 0.243
H -0.314 0.425 4.397 0.240
H 0.728 3.838 4.547 0.268
H 0.765 4.990 2.121 0.256
H 0.707 5.313 0.243 0.248
H 0.689 5.766 -2.146 0.262
H 0.595 3.836 -3.759 0.268
H 0.571 1.556 -2.834 0.220
```


(6)
A structure of composition C24H19N3O2Ru, computed with ωB97M-V/def2-TZVPD.

Computed properties:
- Relative energy (zero: lowest compared OMol25 entry of this formula, charge and spin): 0.0 kcal/mol
- Largest force on an atom: 0.62 eV Å⁻¹
- LUMO level (spin up / spin down): -4.420 / -6.214 eV
- HOMO level (spin up / spin down): -0.4396 / -0.4400 Eh
- Total charge: +1
- Spin multiplicity: 2
- E: -36337.4164 eV

```
49
Properties=species:S:1:pos:R:3:lowdin_spin:R:1
Ru 0.570 -2.001 0.362 -0.006
C 3.522 -3.072 -1.003 0.001
C 2.635 -2.883 0.191 0.000
C 1.709 -3.871 0.568 0.000
C 0.877 -3.721 1.716 0.000
C 0.948 -2.543 2.463 0.001
C 1.834 -1.497 2.085 0.000
C 2.646 -1.678 0.952 0.000
H 3.974 -2.130 -1.313 0.000
H 2.951 -3.487 -1.833 0.000
H 4.332 -3.761 -0.759 0.000
H 1.588 -4.740 -0.066 0.000
H 0.151 -4.483 1.961 0.000
H 0.264 -2.392 3.288 0.001
H 1.861 -0.569 2.637 0.000
H 3.271 -0.861 0.617 0.000
N -2.522 7.875 -0.067 -0.002
C -2.230 6.765 -0.053 0.000
C -1.861 5.374 -0.034 -0.003
C -2.747 4.416 -0.521 0.002
C -2.392 3.079 -0.498 -0.006
C -1.152 2.692 0.005 -0.012
C -0.266 3.656 0.479 -0.006
C -0.619 4.994 0.467 0.002
C -0.752 1.255 0.016 -0.057
C 0.211 0.846 -0.907 0.218
C 0.716 1.650 -2.003 0.029
C 1.464 0.831 -2.772 0.112
C 1.432 -0.469 -2.130 0.179
N 0.717 -0.450 -1.032 0.004
C -1.426 0.375 0.857 0.209
C -2.618 0.655 1.633 0.029
C -3.081 -0.535 2.076 0.109
C -2.130 -1.531 1.625 0.170
N -1.152 -0.993 0.946 0.007
H -3.704 4.723 -0.919 0.000
H -3.073 2.334 -0.889 0.000
H 0.699 3.358 0.868 0.000
H 0.061 5.746 0.843 0.000
H 0.477 2.687 -2.168 -0.002
H 1.975 1.059 -3.692 0.004
H 1.885 -1.389 -2.468 0.006
H -3.053 1.629 1.773 -0.001
H -3.967 -0.733 2.655 0.004
H -2.167 -2.598 1.791 0.007
O -0.820 -3.003 -0.800 0.000
C -0.448 -3.412 -1.968 0.000
O 0.681 -3.327 -2.432 0.002
H -1.268 -3.868 -2.545 0.000
```